# 1
The following is a quantum chemistry calculation of a 2-piece molecular cluster, C4H8P2 overall, from OMol25.

The geometry in ORCA input format:
```
! RIJCOSX wB97M-V def2-TZVPD def2/J DEFGRID3
* xyz 0 1
C 0.660 -1.059 -0.517
C -0.523 0.103 0.990
C 2.356 -0.897 -2.642
C -2.424 1.222 2.416
P 1.419 0.143 -1.362
P -1.971 -0.379 1.599
H 0.365 -2.083 -0.520
H -0.118 1.109 1.122
H 1.575 -1.275 -3.287
H 3.123 -0.194 -3.312
H 3.001 -1.640 -2.160
H -1.472 1.690 2.833
H -2.778 2.045 1.670
H -3.215 1.217 3.172
*
```

The energy above the lowest of the compared OMol25 structures with the same formula, charge and spin is 110.8 kcal per mole. The HOMO energy comes out at -8.99 eV. Its orbital gap is 9.194 eV. The calculation puts the LUMO energy at 0.0075 Ha. As for the total energy: -839.70884 Ha.


# 2
The following is a quantum chemistry calculation of one molecule with the formula C4H8S, from OMol25.

The geometry in ORCA input format:
```
! RIJCOSX wB97M-V def2-TZVPD def2/J DEFGRID3
* xyz 0 1
C 2.279 -0.421 -0.041
C 1.167 0.518 -0.006
C -1.754 0.189 0.079
C -2.994 -0.318 -0.070
H 2.389 -0.939 0.844
H 2.288 -1.162 -0.857
H 3.262 0.025 -0.254
H 0.941 1.280 -0.813
H 1.426 1.110 1.007
H -1.813 1.296 0.192
H -3.840 0.445 -0.109
H -3.140 -1.372 -0.092
S -0.211 -0.652 0.118
*
```

The energy above the lowest of the compared OMol25 structures with the same formula, charge and spin is 26.7 kcal per mole. The HOMO energy comes out at -8.22 eV. Its orbital gap is 9.338 eV. The calculation puts the LUMO energy at 0.0410 Ha. As for the total energy: -555.32737 Ha.


# 3
The following is a quantum chemistry calculation of a 2-piece molecular cluster, C4H8S overall, from OMol25.

The geometry in ORCA input format:
```
! RIJCOSX wB97M-V def2-TZVPD def2/J DEFGRID3
* xyz 0 1
C 1.895 -0.137 0.145
C 0.804 -1.117 -0.266
C 0.538 0.365 -0.407
C -0.247 1.188 0.441
S -3.765 -0.597 -0.333
H 2.104 -0.196 1.242
H 2.762 0.041 -0.511
H 0.804 -1.695 -1.062
H 0.294 -1.656 0.559
H 0.514 0.702 -1.513
H -0.400 0.775 1.464
H -0.821 1.984 0.007
H -4.483 0.342 0.234
*
```

The energy above the lowest of the compared OMol25 structures with the same formula, charge and spin is 96.0 kcal per mole. The HOMO energy (spin up / spin down) comes out at -9.96 / -7.44 eV. Its orbital gap (spin up / spin down) is 10.367 / 5.120 eV. The calculation puts the LUMO energy (spin up / spin down) at 0.0149 / -0.0854 Ha. As for the total energy: -555.21691 Ha.


# 4
The following is a quantum chemistry calculation of C4H8S as an isolated structure, from OMol25.

The geometry in ORCA input format:
```
! RIJCOSX wB97M-V def2-TZVPD def2/J DEFGRID3
* xyz 0 1
C -1.819 -0.600 0.233
C -0.334 -0.404 -0.455
C 0.473 0.870 -0.268
C 1.695 0.229 0.410
H -1.902 -0.502 1.493
H -2.524 0.195 -0.032
H -2.300 -1.555 -0.038
H -0.114 -0.651 -1.602
H 0.975 1.038 -1.265
H -0.101 1.695 0.362
H 1.914 0.625 1.373
H 2.715 0.334 -0.192
S 1.321 -1.274 -0.020
*
```

The energy above the lowest of the compared OMol25 structures with the same formula, charge and spin is 73.5 kcal per mole. The HOMO energy comes out at -8.03 eV. Its orbital gap is 8.987 eV. The calculation puts the LUMO energy at 0.0353 Ha. As for the total energy: -555.25288 Ha.